1.
61
Properties=species:S:1:pos:R:3:mulliken_charge:R:1 method="wB97M-V/def2-TZVPD" fmax_ev_per_a=2.304 molar_mass_g_mol=477.9 total_charge=+1 homo_energy_ha=-0.47473 homo_lumo_gap_ev=8.292
N 1.79 -2.15 -0.01 -0.4242
C 1.55 -1.70 -1.38 -1.0622
C 0.89 -0.34 -1.55 1.2473
O 0.93 -0.08 -2.93 -0.6156
C 1.42 0.82 -0.70 -1.5495
N 0.42 0.99 0.38 -0.3721
C -0.80 0.65 -0.27 0.2000
N -1.98 1.19 0.05 -0.2495
N -0.55 -0.20 -1.23 0.2637
C -1.52 -1.24 -1.60 -0.5297
C -2.33 -1.74 -0.42 0.3474
O -3.45 -1.38 -0.17 -0.4147
Cl -1.52 -2.92 0.63 -0.1058
H 1.02 -2.67 0.38 0.1873
H 2.11 -1.43 0.61 0.2689
H 2.51 -1.61 -1.86 0.3985
H 1.03 -2.48 -1.90 0.4426
H 1.74 0.38 -3.17 0.3981
H 1.20 1.68 -1.33 0.5244
H 2.45 0.80 -0.39 0.5192
H 0.57 0.19 1.00 0.2338
H -2.72 0.73 0.54 0.2365
H -2.14 2.13 -0.27 0.2225
H -2.24 -0.81 -2.29 0.3255
H -1.07 -2.07 -2.13 0.4777
C 3.08 -2.67 6.73 -0.6346
O 2.64 -2.05 5.51 -0.3246
C 1.65 -2.68 4.90 0.7068
O 1.11 -3.68 5.26 -0.5191
O 1.35 -1.99 3.79 -0.2590
C 0.29 -2.56 3.04 0.0555
H 3.89 -2.06 7.12 0.2238
H 2.27 -2.71 7.45 0.3026
H 3.45 -3.67 6.53 0.3024
H -0.63 -2.59 3.62 0.4500
H 0.55 -3.56 2.69 0.4067
H 0.14 -1.92 2.18 -0.6988
C 6.61 2.57 -4.47 -0.6163
O 6.79 3.15 -3.17 -0.3277
C 5.93 2.73 -2.26 0.8179
O 5.04 1.93 -2.42 -0.5450
O 6.21 3.34 -1.11 -0.3025
C 5.35 2.97 -0.04 -0.6136
H 7.37 3.00 -5.11 0.2240
H 6.74 1.49 -4.43 0.2903
H 5.63 2.81 -4.87 0.2879
H 5.44 1.90 0.16 0.2707
H 4.32 3.22 -0.29 0.2513
H 5.65 3.52 0.84 0.2708
C -6.12 -0.75 -1.23 -0.5962
O -7.41 -0.19 -1.44 -0.3127
C -7.52 1.06 -0.98 0.7633
O -6.64 1.68 -0.44 -0.5636
O -8.75 1.48 -1.22 -0.3298
C -9.02 2.81 -0.78 -0.6266
H -6.13 -1.76 -1.65 0.2965
H -5.35 -0.17 -1.75 0.2599
H -5.90 -0.81 -0.17 0.3057
H -8.37 3.52 -1.28 0.2948
H -8.90 2.89 0.30 0.2977
H -10.05 3.02 -1.04 0.2213

2.
75
Properties=species:S:1:pos:R:3:lowdin_spin:R:1 method="wB97M-V/def2-TZVPD" fmax_ev_per_a=1.607 molar_mass_g_mol=791.3 s_squared=3.75 relative_energy_ev=0.0000 homo_energy_ha="-0.30905 / -0.41022" homo_lumo_gap_ev="8.736 / 11.489" multiplicity=4
V 11.12 15.89 20.90 2.8301
P 11.89 14.46 23.75 0.0011
F 12.90 14.30 22.48 0.0074
F 11.95 16.09 23.48 0.0145
F 10.65 14.42 22.68 0.0131
F 10.94 14.77 25.00 0.0003
F 11.79 12.89 23.92 0.0003
F 13.18 14.53 24.72 0.0002
P 10.59 17.16 17.54 0.0005
F 11.22 17.33 16.08 0.0000
F 9.11 16.93 16.91 0.0002
F 10.87 15.58 17.48 0.0005
F 9.92 16.98 19.05 0.0100
F 12.02 17.36 18.27 0.0023
F 10.33 18.74 17.64 0.0003
C 11.65 19.26 23.63 -0.0001
O 10.74 19.87 22.71 0.0007
C 10.40 19.20 21.62 0.0032
O 10.78 18.09 21.33 0.0220
O 9.65 19.90 20.79 0.0003
C 9.25 21.25 21.11 0.0002
H 12.68 19.41 23.34 0.0000
H 11.43 18.19 23.72 0.0000
H 11.39 19.64 24.61 0.0000
H 8.93 21.34 22.14 0.0000
H 8.37 21.46 20.52 0.0000
H 10.11 21.89 20.90 0.0000
C 8.21 13.76 17.82 0.0000
O 8.05 13.12 19.10 0.0005
C 8.98 13.41 20.00 0.0021
O 9.79 14.29 19.87 0.0178
O 8.91 12.68 21.11 0.0000
C 7.97 11.61 21.24 0.0001
H 7.62 13.17 17.13 0.0000
H 9.25 13.74 17.48 0.0000
H 7.93 14.81 17.82 0.0000
H 8.44 10.67 20.96 0.0000
H 7.07 11.76 20.66 0.0000
H 7.68 11.58 22.29 0.0000
C 14.91 16.79 23.10 0.0000
O 14.65 17.88 22.24 0.0003
C 13.78 17.76 21.25 0.0021
O 13.18 16.75 20.97 0.0181
O 13.67 18.85 20.51 0.0001
C 14.55 19.96 20.69 0.0002
H 15.96 16.76 23.36 0.0000
H 14.60 15.81 22.73 0.0000
H 14.37 16.92 24.04 0.0000
H 14.01 20.85 20.36 0.0000
H 15.46 19.77 20.12 0.0000
H 14.83 20.12 21.73 0.0000
C 8.06 15.15 24.07 0.0000
O 7.17 15.76 23.15 0.0006
C 7.72 16.27 22.05 0.0028
O 8.90 16.19 21.80 0.0220
O 6.77 16.81 21.33 0.0004
C 7.11 17.50 20.12 0.0000
H 7.47 14.92 24.96 0.0000
H 8.89 15.80 24.35 0.0000
H 8.46 14.21 23.71 0.0000
H 7.22 16.81 19.29 0.0000
H 8.08 17.97 20.20 0.0000
H 6.33 18.24 19.96 0.0000
C 14.42 15.39 18.16 0.0000
O 14.34 14.09 18.71 0.0019
C 13.30 13.77 19.45 0.0045
O 12.41 14.52 19.76 0.0164
O 13.41 12.51 19.83 0.0027
C 12.33 11.95 20.56 0.0001
H 14.15 15.37 17.10 0.0000
H 15.45 15.74 18.29 0.0000
H 13.74 16.09 18.64 -0.0001
H 12.72 11.28 21.32 0.0000
H 11.70 11.38 19.88 0.0000
H 11.73 12.72 21.05 0.0001

3.
57
Properties=species:S:1:pos:R:3:mulliken_charge:R:1 method="wB97M-V/def2-TZVPD" fmax_ev_per_a=5.342 molar_mass_g_mol=438.4 homo_energy_ha=-0.27148 homo_lumo_gap_ev=5.812
C -1.68 -2.79 -0.28 -0.9710
C -1.67 -1.50 -1.26 1.4575
C -3.20 -1.16 -1.59 -1.4377
C -0.87 -0.24 -0.62 -1.1775
N 0.41 -0.79 -0.08 0.9698
C 1.28 -1.04 -1.27 -1.3337
C 1.62 -2.63 -1.47 -0.6334
C 1.45 -2.99 -3.02 -0.4268
C 1.30 -4.58 -3.25 -0.4778
O 2.46 -5.02 -4.00 -0.5301
C 1.06 0.09 0.91 0.6192
C 2.36 -0.73 1.45 -0.9967
O 2.62 -0.53 2.86 -0.3686
C 3.10 -1.75 3.43 0.8448
F 4.10 -2.33 2.63 -0.2387
F 3.70 -1.39 4.65 -0.2775
F 2.08 -2.65 3.75 -0.2042
P 0.01 0.42 2.47 0.4237
S -0.76 -1.16 3.30 -0.4611
C 1.53 1.53 0.38 0.1710
O 2.70 1.91 0.72 -0.7019
O 0.80 2.37 -0.41 -0.6446
H -1.24 -2.58 0.75 0.0906
H -2.78 -3.08 -0.09 0.4313
H -1.15 -3.68 -0.75 0.0943
H -1.19 -1.83 -2.25 -0.3300
H -3.25 -0.60 -2.57 0.3553
H -3.69 -0.61 -0.72 0.3080
H -3.79 -2.13 -1.75 0.4265
H -1.57 0.19 0.16 0.0791
H -0.72 0.57 -1.42 0.2377
H 2.29 -0.52 -1.25 0.4452
H 0.79 -0.73 -2.26 0.5063
H 2.73 -2.78 -1.22 0.3456
H 1.02 -3.29 -0.77 0.4175
H 0.54 -2.50 -3.51 0.3197
H 2.38 -2.56 -3.55 0.2625
H 1.21 -5.06 -2.22 0.2220
H 0.33 -4.76 -3.81 0.2666
H 2.18 -5.37 -4.87 0.3145
H 2.05 -1.84 1.32 0.4522
H 3.25 -0.58 0.77 0.2280
H -1.03 1.32 2.05 -0.1270
H 0.78 1.15 3.45 0.1193
C -1.24 4.85 -0.35 -0.9653
C -1.78 4.24 0.90 0.4195
O -1.89 3.06 1.10 -0.5051
N -2.33 5.02 2.00 -0.0628
C -1.94 6.44 2.17 -0.8767
H -0.65 4.09 -0.88 0.2277
H -2.07 5.17 -0.98 0.3835
H -0.59 5.69 -0.12 0.3911
H -3.35 4.92 1.90 0.4102
H -2.14 4.43 2.82 0.4298
H -2.45 6.81 3.06 0.3453
H -2.26 7.00 1.29 0.3691
H -0.86 6.49 2.30 0.3636

4.
53
Properties=species:S:1:pos:R:3:lowdin_spin:R:1 method="wB97M-V/def2-TZVPD" fmax_ev_per_a=1.275 molar_mass_g_mol=487.3 s_squared=0.75 total_charge=+3 relative_energy_ev=0.8921 homo_energy_ha="-0.63035 / -0.63037" homo_lumo_gap_ev="6.645 / 7.043" multiplicity=2
Ti 0.00 0.14 0.12 0.9580
C -0.88 1.51 -2.56 0.0026
C -1.32 0.04 -2.55 0.0067
N -1.57 -0.45 -1.16 0.0072
C -2.95 -0.23 -0.67 0.0052
C -3.27 1.21 -0.29 0.0015
S -1.93 1.97 0.72 -0.0090
C -1.41 3.41 -0.27 -0.0011
C -0.08 3.17 -0.98 -0.0005
N 0.05 1.77 -1.44 -0.0023
H -0.42 1.73 -3.53 0.0000
H -1.75 2.17 -2.47 0.0002
H -2.20 -0.09 -3.19 0.0007
H -0.51 -0.56 -2.98 0.0006
H -1.50 -1.46 -1.22 0.0004
H -3.68 -0.54 -1.43 0.0003
H -3.09 -0.88 0.20 0.0004
H -3.45 1.84 -1.16 0.0002
H -4.18 1.22 0.32 -0.0001
H -2.22 3.66 -0.96 -0.0001
H -1.31 4.24 0.44 -0.0001
H -0.01 3.86 -1.83 -0.0003
H 0.76 3.41 -0.31 0.0000
H 1.00 1.70 -1.83 0.0004
N -0.67 -0.26 2.16 0.0080
C 0.31 0.29 3.14 0.0024
C 1.73 0.29 2.56 0.0004
C 1.87 1.38 1.48 -0.0013
C 2.83 1.00 0.35 0.0025
N 2.17 -0.03 -0.48 0.0032
H -1.58 0.16 2.40 0.0008
H -0.82 -1.26 2.37 0.0030
H 0.29 -0.27 4.08 -0.0002
H 0.03 1.33 3.37 0.0000
H 1.98 -0.69 2.15 0.0000
H 2.42 0.49 3.38 -0.0001
H 2.19 2.32 1.95 -0.0003
H 0.86 1.56 1.03 0.0014
H 3.78 0.65 0.77 0.0002
H 3.06 1.88 -0.27 0.0000
H 2.51 -0.95 -0.19 0.0010
H 2.52 0.05 -1.45 0.0011
I 1.64 -5.23 2.87 -0.0003
C 1.15 -4.20 1.09 -0.0003
C 1.27 -4.80 -0.17 0.0022
C 0.97 -4.03 -1.28 -0.0001
C 0.57 -2.71 -1.12 0.0045
N 0.43 -2.12 0.09 -0.0008
C 0.71 -2.88 1.15 0.0008
H 1.60 -5.82 -0.27 0.0001
H 1.05 -4.45 -2.27 -0.0001
H 0.40 -2.11 -2.00 0.0011
H 0.63 -2.44 2.14 0.0001